1.
This record from OMol25 describes a molecular structure, C24H37Hg2NO30PS5 in a non-equilibrium geometry. The level of theory is ωB97M-V/def2-TZVPD.

CARTESIAN COORDINATES (ANGSTROEM)
Hg (20.38, -14.90, -22.41)
Hg (18.10, -18.53, -23.42)
P (18.23, -16.03, -23.66)
O (19.30, -16.80, -22.82)
O (16.91, -16.55, -23.05)
O (18.26, -16.88, -25.01)
O (18.62, -14.54, -23.70)
C (21.37, -13.74, -26.36)
C (20.25, -14.64, -26.90)
O (20.55, -14.97, -28.18)
S (21.20, -13.63, -28.93)
O (20.15, -12.67, -29.32)
O (22.22, -13.99, -29.95)
O (21.82, -13.05, -27.51)
H (22.21, -14.40, -26.11)
H (21.09, -13.25, -25.43)
H (19.30, -14.11, -26.84)
H (20.24, -15.48, -26.21)
C (15.86, -14.37, -25.68)
C (14.89, -15.14, -24.85)
O (13.69, -15.34, -25.58)
S (13.57, -14.36, -26.87)
O (12.41, -13.47, -26.65)
O (13.65, -15.17, -28.10)
O (15.01, -13.50, -26.49)
H (16.40, -15.09, -26.29)
H (16.69, -13.85, -25.20)
H (14.65, -14.68, -23.90)
H (15.29, -16.15, -24.70)
C (18.10, -18.75, -27.40)
C (18.95, -18.01, -28.45)
O (19.47, -19.03, -29.26)
S (18.39, -20.35, -29.32)
O (19.06, -21.67, -29.32)
O (17.40, -20.14, -30.32)
O (17.75, -20.04, -27.85)
H (17.34, -18.09, -26.98)
H (18.73, -19.00, -26.55)
H (19.82, -17.49, -28.05)
H (18.24, -17.35, -28.93)
C (13.79, -17.55, -22.24)
C (14.30, -16.52, -21.22)
O (13.13, -15.86, -20.84)
S (12.01, -15.68, -22.08)
O (12.32, -14.39, -22.76)
O (10.62, -15.86, -21.73)
O (12.61, -17.04, -22.86)
H (13.49, -18.39, -21.61)
H (14.70, -17.66, -22.82)
H (15.02, -15.83, -21.64)
H (14.63, -16.88, -20.24)
C (23.26, -17.21, -24.52)
C (21.90, -17.74, -24.00)
O (21.64, -18.97, -24.74)
S (22.62, -19.07, -26.10)
O (22.14, -18.21, -27.22)
O (23.10, -20.42, -26.41)
O (23.75, -18.28, -25.29)
H (23.96, -16.98, -23.72)
H (23.15, -16.31, -25.13)
H (21.12, -17.03, -24.28)
H (21.85, -17.85, -22.92)
C (15.58, -13.26, -21.09)
C (14.97, -13.48, -19.81)
C (15.56, -12.95, -18.66)
C (16.71, -12.21, -18.74)
C (17.42, -12.12, -19.95)
C (16.82, -12.58, -21.14)
N (17.33, -11.69, -17.45)
O (18.49, -11.52, -17.45)
O (16.59, -11.44, -16.52)
H (14.99, -13.61, -21.93)
H (14.05, -14.03, -19.81)
H (15.11, -13.16, -17.70)
H (18.40, -11.69, -20.05)
H (17.18, -12.43, -22.15)
O (19.53, -19.30, -21.57)
C (20.10, -20.10, -20.81)
O (19.82, -21.43, -20.96)
C (20.44, -22.17, -19.89)
C (21.61, -21.29, -19.38)
C (21.20, -19.89, -19.80)
H (20.86, -23.13, -20.21)
H (19.80, -22.45, -19.05)
H (22.55, -21.54, -19.87)
H (21.79, -21.44, -18.31)
H (22.09, -19.62, -20.36)
H (21.18, -19.11, -19.05)
O (19.34, -14.79, -20.29)
C (18.65, -15.45, -19.53)
O (18.81, -15.32, -18.07)
C (18.05, -16.28, -17.38)
C (17.13, -16.76, -18.49)
C (17.73, -16.60, -19.82)
H (17.33, -15.86, -16.68)
H (18.59, -17.09, -16.90)
H (16.25, -16.11, -18.49)
H (16.92, -17.82, -18.37)
H (16.94, -16.46, -20.55)
H (18.28, -17.51, -20.04)

net charge: +1
LUMO energy: -8.1 eV
E_tot: -160196.128 eV
gap between HOMO and LUMO: 4.4 eV

Atom charges from the Löwdin analysis, given in e for atoms 1 to 99: 1.383, 1.376, -0.019, -0.558, -0.393, -0.397, -0.384, -0.179, -0.265, -0.176, 0.791, -0.240, -0.227, -0.187, 0.105, 0.122, 0.134, 0.105, -0.185, -0.218, -0.198, 0.780, -0.245, -0.247, -0.190, 0.113, 0.114, 0.102, 0.105, -0.219, -0.191, -0.180, 0.743, -0.244, -0.220, -0.190, 0.111, 0.087, 0.103, 0.136, -0.160, -0.227, -0.239, 0.783, -0.256, -0.207, -0.177, 0.136, 0.100, 0.073, 0.131, -0.165, -0.186, -0.222, 0.756, -0.234, -0.202, -0.196, 0.136, 0.111, 0.064, 0.110, -0.041, -0.042, -0.016, -0.122, -0.012, -0.059, -0.376, 0.110, 0.095, 0.085, 0.096, 0.124, 0.115, 0.096, -0.014, -0.381, 0.058, -0.119, -0.132, -0.062, 0.134, 0.130, 0.120, 0.126, 0.129, 0.135, 0.003, -0.287, 0.024, -0.158, -0.187, -0.098, 0.136, 0.132, 0.116, 0.131, 0.101



2.
This record from OMol25 describes a molecular structure, C24H37N2SZr in a non-equilibrium geometry. The level of theory is ωB97M-V/def2-TZVPD.

CARTESIAN COORDINATES (ANGSTROEM)
C (1.20, -2.18, 0.59)
C (2.14, -1.43, -0.21)
C (1.59, -1.31, -1.53)
C (0.29, -1.94, -1.54)
C (0.06, -2.48, -0.23)
Zr (0.14, -0.07, 0.07)
C (-2.40, 1.67, -0.50)
C (-2.03, 1.15, 0.75)
H (-1.95, 1.86, 1.59)
C (-1.89, -0.27, 1.02)
H (-2.57, -0.98, 0.54)
H (-1.70, -0.55, 2.07)
C (-2.79, 3.11, -0.63)
H (-2.31, 3.74, 0.13)
H (-2.53, 3.52, -1.62)
H (-3.88, 3.22, -0.52)
C (-2.89, 0.76, -1.58)
H (-2.51, -0.27, -1.53)
H (-3.99, 0.69, -1.56)
H (-2.62, 1.12, -2.59)
C (3.50, -0.99, 0.20)
H (3.53, -0.69, 1.25)
H (4.24, -1.79, 0.06)
H (3.83, -0.13, -0.40)
C (2.32, -0.75, -2.70)
H (2.64, 0.29, -2.52)
H (3.22, -1.34, -2.92)
H (1.69, -0.75, -3.60)
C (-0.55, -2.20, -2.74)
H (-0.57, -1.35, -3.42)
H (-0.17, -3.07, -3.31)
H (-1.59, -2.42, -2.46)
C (-1.07, -3.39, 0.14)
H (-1.98, -3.13, -0.39)
H (-0.83, -4.43, -0.11)
H (-1.28, -3.35, 1.22)
C (1.46, -2.71, 1.96)
H (0.52, -2.88, 2.50)
H (2.00, -3.67, 1.92)
H (2.06, -2.01, 2.56)
C (0.02, 1.41, -1.67)
C (0.07, 2.60, -1.00)
C (0.06, 1.42, -3.08)
C (0.51, 3.78, -1.62)
H (-0.05, 2.54, 0.11)
C (0.43, 2.60, -3.73)
H (-0.17, 0.53, -3.67)
C (0.71, 3.77, -3.00)
H (0.69, 4.68, -1.01)
H (0.49, 2.60, -4.82)
H (1.04, 4.67, -3.51)
C (-0.92, 0.98, 5.45)
N (-0.53, 0.79, 4.04)
C (0.71, 0.48, 3.64)
S (1.32, 0.99, 2.05)
N (1.57, -0.13, 4.48)
C (1.20, -0.99, 5.61)
H (-0.06, 1.31, 6.05)
H (-1.32, 0.04, 5.85)
H (-1.70, 1.74, 5.48)
H (-1.08, 1.30, 3.35)
H (2.52, -0.22, 4.10)
H (1.94, -1.79, 5.67)
H (1.22, -0.42, 6.55)
H (0.21, -1.44, 5.46)

net charge: +1
LUMO energy: -3.0 eV
E_tot: -40578.796 eV
gap between HOMO and LUMO: 7.1 eV

In elementary charge units, the Löwdin charges are: -0.324, -0.331, -0.286, -0.287, -0.312, 1.411, -0.362, -0.274, 0.097, -0.268, 0.060, 0.043, -0.046, 0.089, 0.095, 0.102, -0.048, 0.061, 0.110, 0.092, -0.048, 0.043, 0.102, 0.089, -0.029, 0.090, 0.101, 0.075, -0.020, 0.061, 0.106, 0.078, -0.039, 0.075, 0.102, 0.078, -0.028, 0.080, 0.105, 0.052, -0.270, -0.224, -0.131, -0.072, 0.056, -0.073, 0.079, -0.082, 0.113, 0.110, 0.107, -0.047, -0.007, -0.679, 0.691, -0.020, -0.055, 0.098, 0.089, 0.103, 0.106, 0.129, 0.101, 0.091, 0.095



3.
This record from OMol25 describes a molecular structure, C24H37N7OPdSSi in a non-equilibrium geometry. The level of theory is ωB97M-V/def2-TZVPD.

CARTESIAN COORDINATES (ANGSTROEM)
Pd (0.13, -0.03, 0.38)
C (4.14, -3.64, -2.27)
C (4.28, -3.27, -3.75)
C (4.06, -1.79, -4.06)
C (2.64, -1.29, -3.78)
N (2.46, -0.95, -2.36)
C (2.33, 0.19, -1.72)
S (2.38, 0.09, 0.07)
N (2.22, 1.41, -2.23)
C (2.32, 1.90, -3.62)
C (3.75, 1.93, -4.16)
C (4.62, 3.06, -3.62)
C (5.02, 2.92, -2.15)
H (4.51, -4.65, -2.09)
H (3.10, -3.64, -1.94)
H (4.73, -2.97, -1.64)
H (3.58, -3.87, -4.34)
H (5.28, -3.54, -4.09)
H (4.28, -1.61, -5.11)
H (4.77, -1.18, -3.48)
H (1.92, -2.08, -4.01)
H (2.40, -0.44, -4.40)
H (2.53, -1.74, -1.74)
H (2.11, 2.11, -1.52)
H (1.91, 2.91, -3.60)
H (1.67, 1.30, -4.25)
H (3.66, 2.03, -5.25)
H (4.23, 0.97, -3.97)
H (4.11, 4.02, -3.78)
H (5.52, 3.09, -4.22)
H (4.19, 3.10, -1.47)
H (5.79, 3.65, -1.90)
H (5.42, 1.93, -1.95)
N (-3.58, -2.84, -0.48)
C (-4.38, -1.93, 0.08)
N (-5.63, -2.24, 0.37)
N (-3.98, -0.69, 0.39)
C (-2.85, -0.19, 0.18)
N (-1.83, 0.40, 0.01)
H (-3.92, -3.73, -0.77)
H (-2.65, -2.58, -0.77)
H (-6.02, -3.15, 0.18)
H (-6.22, -1.54, 0.79)
O (0.18, 2.34, 0.00)
H (-0.69, 2.42, -0.42)
H (0.16, 2.95, 0.76)
N (0.00, -2.85, -0.77)
C (0.06, -1.79, -0.30)
C (-3.51, -2.75, 3.91)
C (-2.60, -3.18, 2.95)
C (-1.53, -2.37, 2.60)
C (-1.35, -1.12, 3.21)
C (-2.28, -0.70, 4.18)
C (-3.35, -1.51, 4.53)
Si (-0.04, 0.07, 2.78)
C (1.60, -0.51, 3.30)
C (2.28, -1.60, 2.71)
C (3.59, -1.88, 3.07)
C (4.23, -1.10, 4.02)
C (3.57, -0.03, 4.62)
C (2.27, 0.26, 4.27)
H (-4.33, -3.39, 4.20)
H (-2.71, -4.15, 2.49)
H (-0.82, -2.73, 1.87)
H (-2.15, 0.25, 4.69)
H (-4.06, -1.18, 5.27)
H (-0.31, 1.37, 3.42)
H (1.79, -2.22, 1.98)
H (4.10, -2.71, 2.61)
H (5.25, -1.33, 4.30)
H (4.08, 0.57, 5.36)
H (1.76, 1.08, 4.77)

net charge: +2
relative energy (zero: lowest compared OMol25 entry of this formula, charge and spin): 24.72 kcal/mol
LUMO energy: -7.7 eV
E_tot: -60145.960 eV
gap between HOMO and LUMO: 6.5 eV

In elementary charge units, the Löwdin charges are: 0.670, -0.100, -0.243, -0.194, -0.129, 0.058, -0.654, 0.749, 0.047, -0.141, -0.187, -0.240, -0.097, 0.082, 0.059, 0.080, 0.115, 0.115, 0.123, 0.112, 0.137, 0.092, 0.077, 0.094, 0.134, 0.112, 0.127, 0.094, 0.114, 0.115, 0.057, 0.081, 0.077, 0.231, -0.450, 0.225, 0.175, -0.298, 0.025, 0.136, 0.089, 0.135, 0.139, -0.101, 0.062, 0.087, 0.074, -0.428, -0.055, -0.076, -0.110, -0.327, -0.090, -0.055, 0.761, -0.356, -0.160, -0.063, -0.038, -0.052, -0.092, 0.116, 0.112, 0.069, 0.102, 0.118, 0.023, 0.081, 0.117, 0.120, 0.118, 0.101



4.
This record from OMol25 describes a molecular structure, C24H37NP2V in a non-equilibrium geometry. The level of theory is ωB97M-V/def2-TZVPD.

CARTESIAN COORDINATES (ANGSTROEM)
V (0.44, 0.09, 1.18)
C (-1.66, -3.61, -1.79)
C (-1.77, -2.28, -1.06)
C (-3.21, -2.07, -0.59)
P (-0.61, -1.88, 0.28)
C (-0.90, -2.87, 1.78)
C (-0.73, -4.38, 1.69)
C (-0.06, -2.33, 2.94)
C (1.17, -2.12, -0.26)
C (1.45, -3.43, -0.73)
C (2.73, -3.86, -1.11)
C (3.79, -2.99, -0.99)
C (3.56, -1.70, -0.51)
C (2.28, -1.18, -0.18)
N (2.30, 0.09, 0.36)
C (2.19, 1.18, -0.48)
C (3.34, 1.51, -1.25)
C (3.50, 2.70, -1.96)
C (2.52, 3.66, -1.90)
C (1.36, 3.40, -1.17)
C (1.13, 2.17, -0.50)
P (-0.59, 2.04, 0.28)
C (-1.83, 2.55, -0.98)
C (-1.98, 4.03, -1.32)
C (-1.70, 1.74, -2.27)
C (-0.59, 3.34, 1.59)
C (-1.95, 3.41, 2.28)
C (0.49, 3.05, 2.64)
H (-2.47, -3.72, -2.52)
H (-0.73, -3.69, -2.36)
H (-1.73, -4.47, -1.12)
H (-1.58, -1.52, -1.83)
H (-3.51, -2.83, 0.14)
H (-3.36, -1.08, -0.14)
H (-3.91, -2.15, -1.44)
H (-1.95, -2.69, 2.05)
H (0.31, -4.67, 1.49)
H (-1.01, -4.85, 2.63)
H (-1.36, -4.82, 0.92)
H (1.01, -2.49, 2.78)
H (-0.22, -1.26, 3.10)
H (-0.33, -2.84, 3.88)
H (0.67, -4.18, -0.77)
H (2.88, -4.87, -1.46)
H (4.79, -3.30, -1.24)
H (4.43, -1.07, -0.36)
H (4.18, 0.82, -1.27)
H (4.42, 2.87, -2.52)
H (2.65, 4.61, -2.40)
H (0.64, 4.20, -1.11)
H (-2.79, 2.26, -0.53)
H (-1.21, 4.37, -2.02)
H (-2.94, 4.20, -1.82)
H (-1.96, 4.68, -0.45)
H (-0.77, 1.97, -2.81)
H (-1.71, 0.66, -2.07)
H (-2.53, 1.95, -2.95)
H (-0.37, 4.32, 1.15)
H (-2.22, 2.46, 2.76)
H (-1.94, 4.18, 3.06)
H (-2.75, 3.67, 1.59)
H (0.34, 2.07, 3.11)
H (1.49, 3.06, 2.21)
H (0.46, 3.80, 3.43)
H (0.44, 0.09, 2.93)

net charge: +3
LUMO energy (spin up / spin down): -12.8 / -12.8 eV
E_tot: -71209.975 eV
gap between HOMO and LUMO (spin up / spin down): 5.3 / 5.4 eV

In elementary charge units, the Löwdin charges are: 0.824, -0.070, -0.521, -0.088, 1.079, -0.517, -0.061, -0.101, -0.226, -0.063, -0.002, 0.010, 0.029, -0.276, 0.013, -0.270, 0.039, 0.008, -0.005, -0.051, -0.239, 1.072, -0.515, -0.069, -0.084, -0.528, -0.083, -0.096, 0.117, 0.086, 0.081, 0.101, 0.095, 0.076, 0.110, 0.131, 0.092, 0.117, 0.080, 0.107, 0.000, 0.129, 0.095, 0.141, 0.142, 0.129, 0.117, 0.141, 0.140, 0.101, 0.122, 0.088, 0.119, 0.082, 0.093, 0.050, 0.112, 0.129, 0.091, 0.112, 0.081, 0.035, 0.090, 0.118, 0.138